No. 1
89
Properties=species:S:1:pos:R:3 method="wB97M-V/def2-TZVPD" total_charge=-1 e_homo_ha=-0.170 gap_ev=5.44
C 2.30672 -0.43780 -1.64424
C 0.82742 -0.12925 -1.76688
F 0.42515 -0.43716 -3.07359
C 0.48674 1.31713 -1.49564
B -1.05190 1.57577 -1.47601
C -1.94076 0.97809 -0.33036
C -3.14618 0.16171 -0.79466
C -3.01346 -0.47531 -2.14716
Cl -3.41270 -1.18842 0.42514
C -1.67465 2.49125 -2.63905
O -2.84741 2.90819 -2.45237
O -0.91094 2.73457 -3.60148
H 2.89033 0.47582 -1.66478
H 2.62217 -1.05669 -2.47844
H 2.52125 -0.97331 -0.73371
H 0.26088 -0.78000 -1.10018
H 0.89678 1.90651 -2.30118
H 0.95199 1.58680 -0.54588
H -2.30291 1.84706 0.22599
H -1.36466 0.38917 0.37662
H -4.06024 0.72682 -0.71465
H -3.88791 -1.08936 -2.34233
H -2.15285 -1.13430 -2.18204
H -2.96288 0.28122 -2.91976
C 3.89543 3.07271 -4.35735
Br 4.35310 4.87464 -3.83724
Br 4.78903 1.80917 -3.19589
Br 2.00108 2.78922 -4.34431
H 4.27839 2.93121 -5.35609
C -0.23017 4.47434 1.74431
Br -1.84563 4.02518 2.68550
Br 1.22273 3.32891 2.27675
Br -0.49044 4.47531 -0.15217
H 0.03494 5.48056 2.02811
C -6.30625 2.58835 0.94059
Br -5.39557 3.03466 -0.68858
Br -7.95038 1.64486 0.61859
Br -5.18157 1.55615 2.10450
H -6.54292 3.51055 1.44892
C -9.49820 -1.98132 1.87572
Br -7.76060 -2.16984 1.10200
Br -10.58989 -0.67739 0.97052
Br -10.40688 -3.68347 1.96369
H -9.37290 -1.63787 2.89084
C -6.32280 3.04404 6.07147
Br -4.53083 2.97462 5.40270
Br -7.40762 4.24821 5.03592
Br -7.10922 1.29297 6.15637
H -6.28494 3.42854 7.07826
C -14.17463 -3.51737 2.53673
Br -14.83670 -5.01452 1.53308
Br -14.62857 -1.85089 1.70609
Br -14.75938 -3.57967 4.36581
H -13.09705 -3.58434 2.54124
C 4.56395 0.80529 3.35923
Br 3.00549 0.43179 4.41514
Br 6.00984 -0.39893 3.76225
Br 4.14724 0.80951 1.49066
H 4.88727 1.80520 3.60351
C 3.03056 -4.19133 1.54361
Br 1.54744 -3.15368 2.17452
Br 2.45028 -5.62443 0.40629
Br 4.39879 -3.14513 0.67532
H 3.48939 -4.63249 2.41425
C 6.70996 4.58025 2.90191
Br 7.17505 6.43130 3.10727
Br 7.62582 3.46615 4.17110
Br 4.81238 4.31280 2.98904
H 7.03023 4.27376 1.91775
C 3.91859 -6.63251 -3.59179
Br 4.16495 -4.77296 -3.20341
Br 5.17345 -7.72913 -2.63207
Br 2.10956 -7.19549 -3.27171
H 4.11216 -6.77146 -4.64364
C 8.81932 0.67571 -1.80918
Br 7.22737 0.32429 -0.79080
Br 10.22063 -0.56254 -1.36007
Br 8.49299 0.70789 -3.69790
H 9.16407 1.65842 -1.52694
C -4.25923 -4.68489 -3.71593
Br -2.61666 -3.70430 -3.77554
Br -4.13256 -6.21057 -2.54841
Br -5.74317 -3.56368 -3.23385
H -4.45235 -5.06224 -4.70752
C 14.34289 -0.12939 0.07885
Br 16.01641 -0.32452 -0.84331
Br 13.30607 1.30953 -0.64535
Br 13.37038 -1.79173 0.11476
H 14.56987 0.12344 1.10248

No. 2
75
Properties=species:S:1:pos:R:3 method="wB97M-V/def2-TZVPD" total_charge=-1 e_homo_ha=-0.269 relative_energy_kcal_mol=117.72 gap_ev=9.34
B 0.58585 2.52421 1.09270
F 0.54160 3.83836 1.21043
F 1.40454 2.01521 2.07901
F -0.63333 1.98844 1.19427
F 1.18765 2.22223 -0.10603
C -0.16008 -1.05638 -5.06304
C 0.79977 -1.32499 -6.22167
O 0.26156 -2.30551 -7.04243
C 0.42068 -3.65763 -6.77050
O 0.89472 -3.98357 -5.73448
C -0.23851 -4.65216 -7.78404
F -0.70085 -5.67813 -7.07809
F -1.08173 -4.00742 -8.59339
F 0.76453 -5.07315 -8.63734
H -1.06234 -1.66751 -5.03974
H -0.30656 0.02189 -4.99984
H 0.28611 -1.32965 -4.10683
H 1.77648 -1.58042 -5.81070
H 0.82463 -0.40181 -6.80064
C 0.05713 6.65771 -3.93809
C 0.30295 5.16784 -4.24055
O 1.06106 5.08094 -5.44388
C 2.44956 4.89773 -5.55705
O 3.21721 4.73819 -4.56543
C 2.92992 4.72589 -7.00078
F 1.88044 4.40209 -7.75955
F 3.47518 5.91379 -7.43741
F 3.82406 3.77565 -7.06356
H -0.40224 7.31382 -4.67740
H 0.90022 7.27492 -3.62773
H -0.65037 6.77324 -3.11699
H -0.71158 4.77346 -4.29778
H 0.87261 4.83929 -3.37127
C 1.86427 4.10965 8.08525
C 2.80162 4.16495 6.90061
O 4.08621 4.09844 7.49160
C 5.20361 4.15515 6.73288
O 5.15945 4.23198 5.48871
C 6.50991 4.39897 7.51441
F 7.27168 3.33000 7.33498
F 7.06031 5.50854 7.01710
F 6.15449 4.51379 8.80901
H 0.86972 3.88779 7.69825
H 1.84520 5.06505 8.60960
H 2.11717 3.31184 8.78356
H 2.60519 5.04922 6.29432
H 2.59636 3.44453 6.10881
C 0.95764 -4.02831 4.45655
C 0.15158 -4.99645 3.67376
O 0.80169 -6.23446 3.46993
C 0.79642 -7.19889 4.43691
O 0.23909 -7.14506 5.52036
C 1.44897 -8.42412 3.93169
F 1.72928 -8.44554 2.65381
F 2.70813 -8.37470 4.48386
F 0.80275 -9.55662 4.24618
H 2.04104 -4.14773 4.46407
H 0.49349 -4.10564 5.43975
H 0.75541 -3.00013 4.15646
H 0.00801 -4.39752 2.77445
H -0.89006 -5.17736 3.93896
C -8.42353 -0.69762 -0.54584
C -8.00819 -2.07686 -0.02144
O -6.67063 -2.14739 0.28140
C -5.70825 -2.31841 -0.65446
O -5.85139 -2.28882 -1.86691
C -4.27682 -2.49242 -0.01449
F -4.06811 -3.78231 0.22752
F -3.21115 -2.15093 -0.83450
F -4.24330 -1.92634 1.19885
H -8.10887 0.11935 0.10350
H -9.49726 -0.81065 -0.69560
H -8.18710 -0.42301 -1.57384
H -8.21522 -2.88873 -0.71865
H -8.48960 -2.38005 0.90830

No. 3
62
Properties=species:S:1:pos:R:3 method="wB97M-V/def2-TZVPD" total_charge=+1 e_homo_ha="-0.343 / -0.342" s_squared=6.025 relative_energy_kcal_mol=4.37 multiplicity=5 gap_ev="6.19 / 3.69"
Os 0.00288 -1.49208 0.15639
N -1.50000 -3.09248 -0.07208
C -1.45542 -3.93118 1.15667
C -0.06440 -3.89294 1.78116
O 0.34379 -4.72993 2.51714
O 0.62892 -2.77867 1.45527
H -2.43411 -2.72119 -0.21927
H -1.27859 -3.65455 -0.89059
H -1.74081 -4.96110 0.95814
H -2.14675 -3.50999 1.88714
C 3.47661 3.46419 -1.13537
N 2.73007 3.00401 0.01734
C 3.25305 2.72438 1.26742
C 2.20491 2.46401 2.07549
N 1.03984 2.60008 1.34293
B -0.31518 2.85945 2.06916
N -1.53426 2.31516 1.22138
C -2.41021 3.10174 0.52654
C -3.33229 2.30162 -0.06011
N -3.00600 1.00813 0.28175
C -3.72672 -0.17379 -0.14128
C -1.90762 1.05437 1.06408
S -1.17216 -0.30177 1.86827
C 1.37035 2.93508 0.06583
S 0.35422 3.23180 -1.24467
H 4.52685 3.21784 -0.99198
H 3.36598 4.54194 -1.25503
H 3.09641 2.98504 -2.03532
H 4.30910 2.77882 1.46614
H 2.17567 2.23074 3.12549
H -0.29339 2.25798 3.11511
H -0.51125 4.03944 2.19278
H -2.28441 4.16757 0.49209
H -4.17610 2.52642 -0.68711
H -4.74317 0.10988 -0.40016
H -3.76648 -0.89101 0.67753
H -3.24829 -0.61383 -1.01892
O 2.34983 1.19108 -4.00827
C 1.03438 1.19599 -4.26873
C 0.62537 1.79630 -5.45920
C -0.70804 1.83370 -5.79790
C -1.67723 1.27123 -4.96318
C -1.28388 0.67868 -3.78837
C 0.06812 0.62601 -3.42002
C 0.43588 0.03062 -2.15175
O -0.54969 -0.45268 -1.37271
N 1.66385 -0.07548 -1.75361
N 1.75840 -0.64443 -0.48927
C 2.95990 -0.65508 0.03461
S 3.26415 -1.32777 1.59498
C 4.90866 -0.57668 1.73042
C 5.53802 -0.59368 0.35371
S 4.29821 -0.01320 -0.84003
H 2.50355 0.76312 -3.14732
H 1.38353 2.23316 -6.09435
H -1.00644 2.30918 -6.72297
H -2.72204 1.30690 -5.23725
H -2.01978 0.25156 -3.12098
H 5.47765 -1.17173 2.44280
H 4.78571 0.43612 2.10997
H 5.85592 -1.59447 0.06527
H 6.38900 0.08360 0.29539

No. 4
52
Properties=species:S:1:pos:R:3 method="wB97M-V/def2-TZVPD" total_charge=+1 e_homo_ha="-0.368 / -0.368" s_squared=0.762 multiplicity=2 gap_ev="5.15 / 3.21"
Cu -25.73571 -6.89366 -2.55695
Cl -25.72471 -8.37140 -4.35939
N -26.49585 -5.65107 -6.75192
C -25.39882 -5.01205 -7.26792
C -25.78906 -3.76205 -7.65318
C -27.17197 -3.63031 -7.34510
C -27.56712 -4.78820 -6.72481
H -26.55890 -6.60142 -6.43894
H -24.45356 -5.51737 -7.37662
H -25.22768 -3.07262 -8.26108
H -27.82403 -2.79765 -7.54802
H -28.51896 -5.20144 -6.42894
N -22.77234 -8.00261 -5.84207
C -21.43883 -7.87000 -5.55037
C -20.74602 -8.01489 -6.71827
C -21.68193 -8.30298 -7.75405
C -22.91580 -8.29130 -7.16922
H -23.54506 -7.96153 -5.19646
H -21.08641 -7.61071 -4.56739
H -19.67165 -8.08570 -6.77383
H -21.44011 -8.43831 -8.79344
H -23.89121 -8.41474 -7.61582
N -24.69462 -11.51627 -5.39044
C -25.16028 -12.79925 -5.39954
C -24.30812 -13.59365 -6.19622
C -23.35466 -12.76163 -6.71218
C -23.56223 -11.46752 -6.12053
H -25.09097 -10.69381 -4.94499
H -26.08229 -13.03259 -4.88408
H -24.44153 -14.63288 -6.44238
H -22.58284 -12.93507 -7.44338
H -23.04674 -10.52463 -6.27151
N -29.33135 -10.94097 -3.65037
C -30.36540 -11.71844 -4.09053
C -29.93295 -12.42090 -5.17720
C -28.58312 -12.03553 -5.41831
C -28.22830 -11.15273 -4.42842
H -29.29564 -10.43331 -2.78472
H -31.31767 -11.70858 -3.59074
H -30.44120 -13.18679 -5.73709
H -27.95869 -12.36639 -6.23409
H -27.27726 -10.69383 -4.21871
N -28.99065 -7.83385 -5.03813
C -29.55033 -6.81658 -4.31120
C -30.85427 -6.67781 -4.69856
C -31.08416 -7.62497 -5.73847
C -29.92685 -8.33525 -5.91458
H -28.00513 -8.02945 -5.08514
H -28.98548 -6.29102 -3.55844
H -31.59979 -5.99452 -4.32971
H -31.97586 -7.77970 -6.32279
H -29.65951 -9.17021 -6.54014

No. 5
51
Properties=species:S:1:pos:R:3 method="wB97M-V/def2-TZVPD" total_charge=0 e_homo_ha=-0.287 relative_energy_kcal_mol=0.00 gap_ev=8.30 smiles=COc1cccc(OC[C@H](O)CN2CCN(c3ccc(Cl)cc3)CC2)c1
C 0.40535 1.94684 3.09240
H 1.16494 2.30977 3.58272
O 0.40532 2.61166 1.73843
C -0.45850 2.50505 0.83637
C -1.48912 1.78064 0.88138
C -2.30640 1.44484 0.00296
C -2.16751 2.19696 -1.03185
C -1.10076 3.05264 -1.45991
C -0.17915 3.22481 -0.39722
H 0.51648 3.94298 -0.39728
H -0.93820 3.42836 -2.27245
H -2.73666 1.97515 -2.15842
O -3.37609 0.66836 0.08974
C -3.89570 -0.36902 -0.90881
C -3.40748 -1.68634 -0.93521
O -3.50529 -2.18228 0.64913
H -3.41184 -1.29217 1.14102
C -2.00837 -1.92125 -1.30119
N -1.10722 -1.19042 -0.86481
C -0.41046 -1.73944 0.53724
C 0.84998 -2.49356 0.02213
N 1.87321 -1.89347 -0.52081
C 2.64939 -1.03049 0.00625
C 2.73344 -0.90930 1.54474
C 3.68843 -0.06594 1.74127
C 4.39255 0.75308 1.22621
C 4.37943 0.87672 -0.07393
C 3.55009 -0.27528 -0.82595
H 3.60748 -0.16973 -1.68589
H 5.06882 1.30161 -0.63969
Cl 5.61237 1.75709 1.97256
H 3.66590 0.13448 2.98657
H 2.01317 -1.45066 2.00683
C 1.13476 -1.23001 -1.89547
H 1.86037 -0.75902 -2.51847
C -0.05542 -0.66515 -1.63137
H -0.53533 -0.07961 -2.68996
H 0.26439 0.32390 -0.82872
H 0.84444 -2.30199 -2.43999
H 1.37169 -3.07576 1.07543
H 0.35179 -3.37573 -0.38323
H -1.06490 -2.36648 1.21336
H -0.02615 -0.77956 1.12502
H -2.04839 -1.58663 -2.39132
H -1.64147 -3.03206 -1.35212
H -4.28680 -2.33055 -1.44835
H -3.74678 0.20553 -1.84357
H -5.14974 -0.12916 -0.74094
H -1.59269 0.94437 1.75295
H 0.70770 0.85841 2.90551
H -0.46507 2.13782 3.50671

No. 6
50
Properties=species:S:1:pos:R:3 method="wB97M-V/def2-TZVPD" total_charge=+2 e_homo_ha="-0.518 / -0.531" s_squared=6.026 relative_energy_kcal_mol=12.19 multiplicity=5 gap_ev="7.07 / 4.85"
C -0.25997 0.18515 -5.06231
C 1.12258 0.70345 -5.29409
C -0.49353 -1.21920 -5.50952
C -1.36806 1.14608 -5.35127
Cl -0.35538 0.06390 -2.66268
H -0.47774 -1.23849 -6.61246
H -1.46370 -1.60113 -5.17456
H 0.28730 -1.89599 -5.14640
H 1.25784 0.86157 -6.37633
H 1.88323 -0.00973 -4.96026
H 1.29800 1.65777 -4.78761
H -1.39902 1.33094 -6.43681
H -1.22005 2.10796 -4.85016
H -2.34141 0.74534 -5.05042
C 0.84079 -1.70455 1.25738
C 0.39546 -2.71284 0.36859
C 0.72531 -2.36592 -0.95162
H -0.07529 -3.64523 0.67124
C 1.48383 -1.11849 -0.92620
C 1.56680 -0.70431 0.49456
H 2.23956 0.09069 0.83685
H 0.75047 -1.74702 2.34445
H 0.52223 -2.93827 -1.85090
H 2.09680 -0.68533 -1.71235
C -2.18203 0.51867 0.60177
C -2.16723 -0.72745 1.35803
C -2.46636 -1.79287 0.47076
H -2.06025 -0.83196 2.43184
C -2.60305 -1.30560 -0.84056
C -2.44821 0.14401 -0.81151
H -2.72045 0.86645 -1.58281
H -2.23009 1.55322 0.94768
H -2.63052 -2.82118 0.77323
H -2.85700 -1.87388 -1.72931
Pt -0.29706 0.04584 -0.39015
N 3.17522 1.60386 6.43637
C 2.94792 1.05066 5.20257
O 3.82307 0.47427 4.56714
C 1.56706 1.24815 4.64752
C 0.52322 1.92626 5.30188
C -0.72331 1.99025 4.69764
C -0.88374 1.42677 3.41535
N 0.09599 0.77274 2.79335
C 1.29046 0.69543 3.37264
H 4.07232 1.39815 6.85009
H 2.41188 1.79491 7.07187
H 0.70343 2.39412 6.27666
H -1.59074 2.45344 5.16472
H -1.83309 1.51867 2.90038
H 2.06650 0.17072 2.81572